No. 1
152
Properties=species:S:1:pos:R:3 method="wB97M-V/def2-TZVPD" max_force_ha_per_bohr=0.077 homo_ev=-13.85 spin_multiplicity=1 total_charge=+3
C 21.2796 -1.3567 -13.3943
C 19.7719 -1.5822 -13.3675
O 19.2748 -2.8798 -13.3672
H 21.5788 -1.6076 -14.4217
H 21.8655 -1.8080 -12.5954
H 21.5124 -0.2853 -13.4293
H 19.2790 -1.1012 -14.2370
H 19.3379 -0.8934 -12.6067
C 16.5989 -1.5185 -11.2657
C 17.8317 -1.3237 -10.4305
C 18.9886 -2.3035 -10.6816
N 20.1977 -2.0944 -9.7703
C 20.7977 -0.7294 -9.9206
C 21.2590 -3.1758 -10.1186
C 21.2267 -4.1618 -8.8978
C 19.9206 -3.8801 -8.2311
C 19.8426 -2.3651 -8.3384
H 16.6228 -1.0479 -12.2459
H 15.7067 -1.1883 -10.7359
H 16.4255 -2.5923 -11.4018
H 17.6268 -1.1886 -9.3672
H 18.3409 -0.3803 -10.6660
H 19.4118 -2.0755 -11.6667
H 18.6668 -3.3361 -10.5576
H 20.8671 -0.4570 -10.9706
H 21.7645 -0.6882 -9.4226
H 20.1523 -0.0967 -9.3133
H 22.2488 -2.7581 -10.2633
H 20.8531 -3.6205 -11.0228
H 22.0570 -4.0826 -8.1965
H 21.2936 -5.2101 -9.2016
H 19.9442 -4.1227 -7.1688
H 19.0377 -4.3083 -8.7042
H 20.6075 -1.8978 -7.7189
H 18.8557 -2.0340 -8.0272
C 17.6816 0.9388 -19.1046
C 17.9308 1.1091 -17.5705
C 16.5823 1.4234 -16.9430
N 16.7648 1.8358 -15.5059
C 17.6342 0.8090 -14.7957
C 15.4082 2.0234 -14.8611
C 15.0181 3.4866 -14.9492
C 16.3340 4.2998 -14.9829
C 17.3403 3.2542 -15.4583
H 17.0376 0.1054 -19.3775
H 18.6323 0.8725 -19.6309
H 17.2073 1.8640 -19.4377
H 18.7191 1.8558 -17.4912
H 18.3599 0.1549 -17.2736
H 15.8272 0.6440 -17.0124
H 16.2104 2.3021 -17.4706
H 17.0693 -0.1215 -14.7810
H 17.8052 1.2081 -13.7997
H 18.5270 0.6492 -15.3874
H 15.4292 1.8100 -13.7893
H 14.6276 1.4052 -15.2987
H 14.2874 3.7685 -14.1976
H 14.5530 3.5320 -15.9380
H 16.7970 4.6296 -14.0511
H 16.3629 5.1723 -15.6292
H 18.2907 3.2409 -14.9231
H 17.6763 3.5247 -16.4617
C 24.3251 -3.2099 -14.0990
C 23.6313 -3.5736 -15.3828
C 22.1479 -3.8125 -15.1268
N 21.2442 -3.6198 -16.3501
C 21.6582 -4.6547 -17.3965
C 21.4315 -2.2650 -17.0572
C 20.1231 -1.5010 -16.7644
C 19.0985 -2.6153 -16.7916
C 19.7888 -3.7152 -15.9976
H 25.4156 -3.2666 -14.1401
H 24.1669 -3.9859 -13.3422
H 24.0487 -2.2165 -13.7522
H 24.0947 -4.3749 -15.9626
H 23.7709 -2.7680 -16.1098
H 21.6440 -3.1765 -14.3910
H 21.9042 -4.8077 -14.7465
H 20.8835 -4.6952 -18.1588
H 21.5842 -5.6097 -16.8759
H 22.6598 -4.4209 -17.7317
H 21.5998 -2.4141 -18.1189
H 22.2381 -1.6723 -16.6360
H 20.0548 -0.7689 -17.5650
H 20.1705 -1.0381 -15.7769
H 18.9258 -2.8898 -17.8361
H 18.1173 -2.4670 -16.3409
H 19.4514 -4.7221 -16.2363
H 19.6717 -3.4676 -14.9379
C 21.5933 -6.7895 -12.8344
C 20.2006 -7.3116 -12.4959
C 19.1308 -6.2455 -12.7613
N 17.6940 -6.5583 -12.3995
C 17.6436 -7.1223 -10.9714
C 17.0856 -7.6198 -13.3127
C 15.9824 -6.9004 -14.0612
C 15.5260 -5.7604 -13.1535
C 16.8379 -5.3054 -12.4959
H 21.8296 -5.7514 -12.6037
H 21.7994 -6.8727 -13.9051
H 22.3081 -7.4771 -12.3825
H 20.1206 -7.8310 -11.5381
H 19.9594 -8.1874 -13.1119
H 19.0263 -6.0848 -13.8330
H 19.4092 -5.3702 -12.1772
H 18.2202 -6.4953 -10.2904
H 18.1346 -8.0890 -10.9285
H 16.5882 -7.0939 -10.7190
H 16.7440 -8.3988 -12.6319
H 17.8131 -8.1298 -13.9410
H 15.1297 -7.4987 -14.3723
H 16.4598 -6.4890 -14.9544
H 14.8733 -6.1294 -12.3570
H 14.9415 -5.0710 -13.7568
H 16.9159 -4.7220 -11.5871
H 17.2916 -4.6979 -13.2870
C 26.1487 -0.2958 -11.2654
C 26.7670 1.0630 -10.9571
C 25.8012 2.2495 -10.9960
N 26.3984 3.5432 -10.5657
C 27.4939 3.9813 -11.5252
C 27.0238 3.4932 -9.1410
C 26.4246 4.6528 -8.4283
C 25.1421 4.9967 -9.0991
C 25.3024 4.6240 -10.5739
H 25.0665 -0.2374 -11.4476
H 26.3792 -1.0405 -10.5125
H 26.3736 -0.6103 -12.2877
H 27.5377 1.2666 -11.7020
H 27.2460 1.0440 -9.9776
H 24.9103 2.0074 -10.4131
H 25.4437 2.3654 -12.0208
H 28.2860 3.2522 -11.3938
H 27.8105 4.9920 -11.2779
H 27.1261 4.0400 -12.5475
H 28.0813 3.2634 -9.1817
H 26.4793 2.6510 -8.7038
H 27.0918 5.5116 -8.3225
H 26.1377 4.4153 -7.4008
H 24.9816 6.0380 -8.8175
H 24.2777 4.4753 -8.6816
H 25.5055 5.5068 -11.1774
H 24.4044 4.1768 -10.9935
N 19.8148 4.3137 -11.0806
S 20.7282 3.3131 -11.8862
O 22.0989 3.6174 -12.1111
O 20.0732 2.4690 -12.8794
F 20.8728 2.4206 -10.5142
S 19.6680 5.4660 -12.2742
O 19.2820 4.9548 -13.5466
O 20.7962 6.3537 -12.2164
F 18.3688 6.2458 -11.8395


No. 2
187
Properties=species:S:1:pos:R:3 method="wB97M-V/def2-TZVPD" e_above_lowest_ev=12.1189 max_force_ha_per_bohr=0.092 homo_ev=-8.20 spin_multiplicity=1
C 4.1966 9.9435 -0.2349
C 5.4896 10.7427 -0.1845
N 6.5543 9.8876 -0.7647
C 7.7637 10.6089 -0.8102
C 7.6240 11.7023 -1.7630
C 6.9066 8.6946 0.0551
C 7.2106 8.9652 1.5218
H 4.1097 9.0699 0.4112
H 3.8816 9.6814 -1.2449
H 3.4274 10.6224 0.1331
H 5.3109 11.6288 -0.7935
H 5.7092 11.0539 0.8368
H 8.1596 11.0353 0.1115
H 8.5709 10.0186 -1.2440
H 8.5848 12.2073 -1.8629
H 7.2754 11.3358 -2.7285
H 7.0567 12.5530 -1.3854
H 7.6924 8.0633 -0.3597
H 6.0362 8.0416 0.1204
H 8.0259 9.6754 1.6599
H 7.4394 8.0229 2.0196
H 6.5047 9.4618 2.1875
C 1.0273 2.4312 -0.2676
C 0.7027 0.9597 -0.1647
N 0.2442 0.6956 1.2146
C -1.0954 1.1768 1.3548
C -1.1699 2.2627 2.3977
C 0.2922 -0.7646 1.4226
C 0.2165 -1.0511 2.9034
H 0.2024 3.0973 -0.0149
H 1.5547 2.7691 -1.1597
H 1.7644 2.8109 0.4400
H -0.1337 0.6502 -0.7913
H 1.5599 0.3316 -0.4072
H -1.6637 1.4739 0.4734
H -1.7226 0.4187 1.8239
H -2.0344 2.0175 3.0146
H -0.3220 2.1128 3.0661
H -0.9985 3.2971 2.0998
H 1.2223 -1.2289 1.0949
H -0.4542 -1.3012 0.8368
H 0.8186 -0.3544 3.4867
H 0.5704 -2.0659 3.0847
H -0.8310 -0.9402 3.1837
C -0.9138 -7.1186 -7.7737
C 0.1898 -6.5783 -6.8950
N 1.0434 -5.5543 -7.4083
C 1.5226 -5.8155 -8.8052
C 2.3280 -7.0893 -9.0414
C 0.3476 -4.2626 -7.1164
C 1.2724 -3.0937 -7.2689
H -1.4841 -6.3288 -8.2627
H -1.5408 -7.6790 -7.0803
H -0.6153 -7.8896 -8.4840
H -0.1194 -6.3912 -5.8667
H 0.8702 -7.3929 -6.6468
H 0.6201 -5.7441 -9.4122
H 2.0972 -4.9209 -9.0454
H 2.8591 -7.1268 -8.0902
H 1.6825 -7.9582 -9.1690
H 2.9940 -6.9732 -9.8964
H -0.0006 -4.1039 -6.0958
H -0.5538 -4.3909 -7.7157
H 2.3344 -3.3045 -7.1427
H 1.0585 -2.2295 -6.6400
H 1.0940 -3.0006 -8.3401
C -1.1329 -8.8020 0.1476
C -0.8734 -9.8492 -0.9225
N -0.7602 -11.2575 -0.3257
C -2.1898 -11.6007 -0.0683
C -2.4169 -12.9588 0.7541
C -0.0886 -12.1807 -1.2262
C 1.3125 -11.8041 -1.6736
H -0.4577 -9.0758 0.9583
H -2.1470 -8.7298 0.5407
H -0.7205 -7.8319 -0.1298
H -1.5130 -9.6495 -1.7823
H 0.1226 -9.5577 -1.2560
H -2.7031 -11.7542 -1.0175
H -2.6598 -10.7809 0.4749
H -2.3700 -13.8989 0.2046
H -3.3281 -13.0986 1.3356
H -1.7544 -12.9981 1.6188
H -0.0616 -13.1029 -0.6458
H -0.6751 -12.4906 -2.0910
H 1.9359 -12.6204 -2.0385
H 1.2244 -11.0078 -2.4127
H 1.7238 -11.3352 -0.7797
C -4.3157 4.0424 -5.8247
C -5.1841 3.9865 -4.5993
O -5.1150 2.6104 -4.1900
S -4.8927 1.6450 -5.5013
O -6.0064 1.7951 -6.4368
O -4.4456 0.3164 -5.0994
O -3.6595 2.7494 -5.7726
H -3.6912 4.9315 -5.9117
H -4.8677 4.0186 -6.7643
H -6.2107 4.1760 -4.9127
H -5.0944 4.7528 -3.8293
C 6.1638 0.7685 4.0552
C 6.0825 0.6575 5.5333
O 6.9008 -0.4876 5.9051
S 7.7737 -1.1644 4.6604
O 7.8182 -2.5766 4.6925
O 9.0440 -0.4474 4.4520
O 6.5863 -0.5641 3.6901
H 6.8336 1.6196 3.9322
H 5.1506 0.8951 3.6736
H 5.1297 0.4507 6.0208
H 6.5930 1.5103 5.9807
C -1.7178 5.1699 10.0313
C -1.4692 3.6797 9.7443
O -2.5727 3.1912 8.9566
S -3.9378 3.9172 9.5833
O -4.3310 3.3148 10.8626
O -5.0438 4.1726 8.6285
O -3.1174 5.2916 9.8571
H -1.0887 5.8217 9.4251
H -1.6850 5.3532 11.1053
H -1.4440 3.0935 10.6629
H -0.4934 3.6105 9.2634
C 3.0492 8.8674 -6.5271
C 1.8721 7.9155 -6.3839
O 1.5102 7.6037 -7.7227
S 2.5574 8.0764 -8.9337
O 1.9307 9.0537 -9.8527
O 3.1057 6.8868 -9.4631
O 3.5251 8.9068 -7.8701
H 3.9439 8.6769 -5.9344
H 2.9597 9.9435 -6.3780
H 1.0747 8.5138 -5.9431
H 1.9010 7.1152 -5.6444
C -6.1172 8.3470 2.9017
C -7.0659 8.9805 3.8663
O -6.3003 9.9918 4.4700
S -4.6728 9.9881 4.1483
O -3.9330 9.1868 5.0864
O -4.1041 11.2718 3.7596
O -5.0778 9.2669 2.7284
H -6.5468 8.1725 1.9152
H -5.6075 7.4759 3.3135
H -7.3833 8.2350 4.5954
H -7.9797 9.3794 3.4260
C -11.1188 0.7275 1.4953
C -11.6907 2.1269 2.0294
O -10.7170 3.0707 2.0936
S -9.6557 2.7652 0.8717
O -8.3026 2.6469 1.4666
O -9.8731 3.7668 -0.1736
O -10.2066 1.2594 0.5572
H -11.9050 0.1802 0.9753
H -10.6013 0.1301 2.2458
H -11.8792 1.8597 3.0692
H -12.5889 2.4243 1.4882
C 5.3697 -5.3359 8.9543
C 4.5418 -5.6300 7.6627
O 3.1881 -5.8340 8.1453
S 2.8167 -4.7047 9.3351
O 2.0437 -5.3803 10.3773
O 2.2274 -3.4824 8.7304
O 4.4827 -4.4350 9.7306
H 6.3725 -4.9290 8.8236
H 5.3986 -6.3015 9.4591
H 4.8656 -6.5927 7.2672
H 4.6141 -4.8845 6.8709
C 5.0768 -5.7455 -2.2616
C 5.9758 -4.6756 -1.5158
O 6.0230 -5.0446 -0.2202
S 5.6450 -6.6098 -0.0320
O 4.4497 -6.6708 0.8428
O 6.8322 -7.3884 0.3705
O 5.2723 -6.9777 -1.5883
H 5.4906 -5.7502 -3.2700
H 4.0287 -5.4523 -2.2001
H 5.5735 -3.6629 -1.4903
H 7.0061 -4.6668 -1.8713
C -8.0126 -3.9565 -1.3452
C -6.8962 -3.4153 -0.3403
O -7.2106 -3.8309 0.9765
S -8.4448 -4.8970 1.0306
O -9.4173 -4.6554 2.0843
O -7.8359 -6.2308 1.0434
O -9.0019 -4.6566 -0.4917
H -7.7535 -4.6587 -2.1376
H -8.5372 -3.0780 -1.7208
H -6.9280 -2.3285 -0.4179
H -5.8850 -3.7346 -0.5927


Quick rundown of orbital gap, same order as above: 8.376, 8.062 eV